# 1
Computed, not measured: C28H81F2N8O13PbS2 as an isolated structure in a non-equilibrium geometry, with ωB97M-V/def2-TZVPD.

Results
Orbital gap   0.21398 Eh
Net charge   +1
Relative energy (zero: lowest compared OMol25 entry of this formula, charge and spin)   0.6372 eV
Electronic energy   -101229.6614 eV

XYZ file:
```
135
Properties=species:S:1:pos:R:3:forces:R:3:mulliken_charge:R:1
Pb -26.0077 -25.9881 12.9623 0.0672 0.0809 -0.4456 1.400
N -24.0854 -24.6030 12.7879 1.2133 0.1002 1.0853 0.173
S -23.5466 -23.5341 11.7459 -0.1013 3.4238 -4.0008 0.630
O -22.4180 -23.9225 10.9563 -0.7666 -0.2930 0.8993 -0.274
O -23.6218 -22.1841 12.2218 0.0782 -1.1423 0.0851 -0.430
F -24.7652 -23.5903 10.6950 0.3088 -0.5469 0.4530 -0.036
S -22.8483 -24.4936 13.9205 1.5509 -1.1734 3.5211 0.552
O -22.7619 -23.3131 14.7250 -1.0171 -0.6703 -1.2130 -0.441
O -21.6213 -25.0972 13.5251 -0.9570 0.3259 -0.8665 -0.496
F -23.4986 -25.5634 14.8941 -0.2895 -0.0722 -0.3882 -0.308
O -27.1483 -24.5162 11.3236 0.0936 -0.4383 0.1154 -0.647
H -27.7278 -24.8931 10.6473 -0.0401 0.0478 0.1153 0.239
H -26.7779 -23.6901 10.9166 -0.3064 0.4723 0.0455 0.242
O -26.0907 -25.5875 15.6249 -0.4165 0.0386 0.2625 -0.468
H -26.0600 -24.7768 16.1529 0.1253 -0.0588 -0.0892 0.281
H -26.4722 -26.2517 16.2157 0.0759 0.0635 -0.0229 0.253
C -19.1672 -24.2684 21.2968 -0.1192 1.4869 -0.2268 -1.486
C -18.5715 -23.7426 19.9811 -0.5667 -1.1114 -0.0952 0.722
C -19.6139 -23.5903 18.8810 -0.8414 1.3152 -0.4851 -0.985
O -20.3924 -24.7467 18.6732 0.2120 -0.6878 0.2952 -0.307
C -21.5140 -24.5660 17.8510 0.3152 0.0491 -0.5921 -1.007
N -17.9347 -22.4527 20.1954 0.3612 0.0372 -0.2112 -0.704
H -19.6672 -23.4200 21.7798 -0.0258 0.0531 -0.0543 0.437
H -18.3513 -24.5230 21.9708 -0.1784 -0.6163 0.0111 0.357
H -19.9520 -25.0044 21.1519 0.4731 -0.4973 0.0419 0.328
H -17.8852 -24.5053 19.5874 0.2336 -0.0156 0.1906 0.226
H -19.1458 -23.2621 17.9401 0.2371 -0.2843 -0.0012 0.315
H -20.3149 -22.7670 19.0922 0.1894 0.0406 0.4544 0.337
H -21.2327 -24.5091 16.7893 0.1865 0.6167 0.0668 0.370
H -22.0340 -23.6662 18.1891 -0.3599 -0.0757 -0.3188 0.449
H -22.1485 -25.4545 17.8409 -0.0114 0.0051 0.7442 0.204
H -17.2607 -22.2797 19.4556 -0.1241 0.1305 -0.0432 0.262
H -17.3795 -22.4716 21.0437 -0.1434 -0.0449 0.0884 0.261
C -25.4363 -17.7462 6.1124 -0.6850 -0.9227 1.6477 -1.468
C -24.2291 -18.0699 7.0234 -0.7212 0.5647 -1.4075 0.714
C -23.7189 -19.4802 6.7665 1.9181 -0.3950 -0.1910 -0.805
O -24.4806 -20.4443 7.4490 -0.7952 0.0028 0.4860 -0.078
C -24.2830 -21.8254 7.1910 0.6851 0.7943 -0.0286 -0.669
N -23.1993 -17.0610 6.8083 0.7629 -0.0629 0.7076 -0.723
H -25.1616 -17.6464 5.0671 0.0041 0.0442 -0.0360 0.422
H -25.9618 -16.8769 6.5105 0.2573 0.3534 -0.3964 0.369
H -26.1708 -18.5484 6.2672 0.0388 -0.0838 -0.5370 0.305
H -24.5402 -18.0151 8.0673 0.0505 -0.0502 0.0534 0.106
H -22.6756 -19.5457 7.1104 -0.0561 0.1702 0.3122 0.337
H -23.5894 -19.7080 5.6986 -0.6719 0.0809 -0.1685 0.382
H -24.5901 -22.3285 8.1069 -0.5108 -0.2602 -0.2641 -0.068
H -23.2325 -22.1185 7.0744 0.1421 0.3732 -0.1214 0.368
H -24.8044 -22.1036 6.2739 -0.2404 -0.3451 0.1671 0.324
H -23.4303 -16.2084 7.2984 0.0056 -0.0238 0.0630 0.253
H -23.0376 -16.7972 5.8467 -0.2132 -0.3013 -0.1634 0.248
C -22.2010 -20.3392 14.6328 -1.4498 0.0569 -0.7675 -1.754
C -21.3727 -20.0138 13.3886 0.9608 -0.8603 0.1563 2.292
C -21.9067 -18.8470 12.5507 0.5758 -0.2004 0.7471 -0.570
O -21.7603 -17.7025 13.3692 -0.6451 0.1682 -0.1935 -0.393
C -22.2928 -16.5408 12.7567 0.6750 0.1637 0.8375 -0.777
N -19.9668 -19.7905 13.8278 -0.6147 0.5239 0.2197 -0.797
H -21.7772 -21.1094 15.2707 0.6343 0.5882 0.2959 0.564
H -23.1604 -20.8156 14.3965 0.1189 0.0747 -0.5941 0.029
H -22.5404 -19.4094 15.0936 0.6628 -0.0590 0.6087 0.433
H -21.2771 -20.9151 12.7777 -0.5390 0.0688 -0.2346 -1.104
H -22.9469 -19.0116 12.2386 -0.0656 0.0681 0.0518 0.142
H -21.2854 -18.7147 11.6565 -0.0834 -0.1292 -0.0980 0.482
H -23.3593 -16.6671 12.5577 0.0589 0.0616 -0.4642 0.242
H -21.6625 -16.2572 11.9080 -0.4899 -0.1206 -0.4084 0.311
H -22.1799 -15.7281 13.4771 -0.1058 -0.0874 0.0607 0.287
H -19.5033 -19.1882 13.1518 0.0888 -0.1432 -0.0382 0.277
H -20.0440 -19.2079 14.6592 0.2924 -0.0164 -0.0104 0.319
C -23.7686 -26.8289 9.6829 0.4860 0.2313 -0.2043 -1.388
C -25.2805 -26.8677 9.6281 0.7457 -1.0274 0.1101 0.968
C -25.7406 -27.6801 8.4141 -0.2557 0.4405 0.8287 -0.940
O -27.1153 -27.9709 8.6330 0.0427 0.4576 -0.5054 -0.374
C -27.7971 -28.2907 7.4260 -0.9306 -0.4628 0.2234 -0.809
N -25.7648 -27.5257 10.8780 -1.1689 0.1076 -0.2509 -0.583
H -23.3289 -27.8223 9.8097 -0.3316 -0.1534 -0.0319 0.461
H -23.3686 -26.2397 10.5085 -0.1220 0.2096 -0.1293 0.098
H -23.3535 -26.4550 8.7450 -0.0042 0.2175 0.1181 0.411
H -25.7594 -25.8898 9.5772 0.2434 0.1120 0.0763 -0.045
H -25.1607 -28.6061 8.3554 0.0008 -0.0575 -0.2085 0.414
H -25.5700 -27.0576 7.5333 -0.1174 -0.1891 -0.2079 0.469
H -28.7556 -28.7529 7.6761 0.3133 -0.3492 0.3148 0.259
H -27.1935 -28.9995 6.8619 -0.1289 0.1246 -0.3488 0.336
H -28.1458 -27.4298 6.8480 0.8493 0.2781 -0.0878 0.309
H -25.3982 -28.4767 10.9457 0.5098 0.2307 0.0974 0.253
H -26.7411 -27.7360 10.6226 -0.0247 0.0953 0.4049 0.403
C -26.8290 -19.3411 10.3961 0.3931 0.8020 1.2983 -1.484
C -26.6667 -20.7011 11.0811 -1.0974 -0.1108 -1.1817 2.168
C -27.5276 -20.7688 12.3347 0.0372 0.4843 0.7833 -0.994
O -27.1280 -19.8665 13.3374 -0.3304 0.4468 0.0048 -0.466
C -25.9059 -20.1758 13.9814 -0.4581 -0.2446 -0.3379 -0.228
N -27.1763 -21.7670 10.1995 0.8477 -1.4474 0.3111 -0.410
H -27.8350 -18.9219 10.4736 -0.1648 -0.3735 -0.0893 0.322
H -26.5065 -19.2814 9.3589 0.2266 -0.3315 0.0275 0.335
H -26.2214 -18.6649 11.0102 0.0331 0.2680 -0.4058 0.365
H -25.6048 -20.8541 11.2781 -0.0732 -0.3137 0.0524 -1.185
H -27.6465 -21.7479 12.8244 0.4587 -0.3652 -0.5089 0.276
H -28.5405 -20.4781 12.0375 0.0127 0.1279 0.0782 0.482
H -25.0689 -20.0185 13.2978 0.1821 -0.0125 0.2544 -0.070
H -25.9191 -21.2225 14.3164 0.1760 -0.0319 -0.0275 0.187
H -25.8471 -19.5372 14.8582 0.1802 0.0986 -0.0834 0.388
H -28.1777 -21.8978 10.2304 -0.1077 0.4964 -0.1165 0.279
H -26.8578 -21.6524 9.2471 -0.1655 0.1386 -0.0658 0.129
C -21.0505 -28.8413 18.2266 0.3031 -0.9218 -1.9774 -1.239
C -19.6122 -28.3038 18.0447 -1.6497 0.5984 1.5760 0.199
C -19.3358 -27.5136 16.7771 0.5686 -0.1001 -1.0813 -0.038
O -20.0798 -27.9962 15.6773 -0.5443 -0.4199 -0.1015 -0.356
C -19.8604 -27.2571 14.5045 1.2603 0.4023 0.3626 -0.566
N -19.4742 -27.4093 19.2223 1.2400 0.4136 -0.2136 -0.738
H -21.3340 -29.4031 17.3236 -0.1158 0.4355 -0.1313 0.325
H -21.7677 -28.0367 18.3683 -0.0641 -0.0493 0.2863 0.159
H -21.1073 -29.6428 18.9598 0.1441 0.6046 0.6840 0.368
H -18.9739 -29.1804 18.1430 0.3895 0.2497 -0.0646 0.400
H -18.2630 -27.5744 16.5229 0.0152 -0.1610 0.1656 0.315
H -19.5023 -26.4288 16.8519 -0.3925 -0.1238 0.5025 -0.073
H -20.6260 -27.4664 13.7669 -0.1236 0.0032 0.0847 0.192
H -18.8660 -27.4561 14.0785 -0.1041 -0.3915 -0.1092 0.361
H -19.7833 -26.1903 14.7474 -0.5480 0.0721 -0.1472 0.207
H -18.5147 -27.0513 19.2543 0.0237 -0.3801 0.2210 0.314
H -19.9627 -26.5234 19.0252 -0.1035 -0.7627 0.1031 0.381
C -17.2060 -22.6929 10.7740 0.2473 0.1404 -0.2960 -1.752
C -18.7325 -22.7268 10.7809 -0.1047 -0.4921 1.0987 1.593
C -19.4249 -22.4402 9.4418 1.3854 -0.1855 -0.8621 -0.524
O -19.7816 -21.0849 9.2994 -0.3263 -0.0243 0.0185 -0.415
C -21.1102 -20.8080 9.6797 0.1997 0.1248 -0.2673 0.545
N -19.1537 -24.0374 11.3499 -0.5969 0.0267 0.0003 -0.691
H -16.7998 -23.5900 10.3021 -0.0964 0.1562 -0.3796 0.372
H -16.7604 -22.7091 11.7704 -0.4508 0.0572 0.1949 0.380
H -16.8353 -21.7799 10.3008 0.0206 -0.1391 -0.2055 0.385
H -19.0452 -21.9659 11.5057 -0.1752 0.2437 -0.3405 -0.473
H -20.2102 -23.1721 9.2105 -0.5673 0.4367 0.4668 0.097
H -18.7437 -22.6136 8.5966 0.3119 -0.0050 0.3172 0.426
H -21.2310 -19.7263 9.6229 -0.0736 -0.0381 0.0218 0.281
H -21.3200 -21.1451 10.6991 -0.1310 -0.0729 -0.0784 -0.533
H -21.7931 -21.2707 8.9553 -0.1895 -0.0492 0.2453 -0.064
H -19.6232 -23.8609 12.2338 0.3152 -0.0937 0.1414 0.217
H -19.9242 -24.4042 10.7988 0.1740 -0.1078 -0.1398 0.166
```
Positions in Å, forces in eV/Å.



# 2
Computed, not measured: C22H37BrN2O7P2S as an isolated structure in a non-equilibrium geometry, with ωB97M-V/def2-TZVPD.

Results
Orbital gap   0.28436 Eh
Electronic energy   -140182.8228 eV

XYZ file:
```
72
Properties=species:S:1:pos:R:3:forces:R:3:mulliken_charge:R:1
C -0.7699 -5.7997 3.6159 -0.3325 0.2357 -0.4257 -1.179
C -0.6198 -6.0067 2.0762 1.0706 0.7352 1.0423 -0.400
C -0.3352 -4.6241 1.4348 -1.1197 0.1796 -0.8327 -0.515
C -1.0766 -4.4094 0.0659 0.7081 0.2991 0.6099 -1.389
C -0.9850 -2.9106 -0.2356 0.0731 -2.1658 -0.2820 0.260
C 0.0935 -2.4106 -0.9244 0.0654 1.3848 -0.3360 -0.138
P 1.3931 -3.5842 -1.5255 -0.6790 -1.1663 1.3585 -0.105
P 0.5661 -4.3008 -3.4149 0.6275 1.2442 -1.5413 0.944
O 1.6048 -4.9270 -4.2299 0.2211 -0.2942 0.2514 -0.680
O -0.7396 -5.2166 -3.1483 0.2164 0.8011 0.2426 -0.495
O 0.0094 -2.9751 -4.2212 -0.5939 -1.0304 0.6115 -0.468
C 0.1953 -0.9732 -1.1641 0.6520 0.2645 -0.3560 1.320
C 1.3815 -0.3084 -1.8909 -1.5067 0.4335 0.4222 -1.882
O 2.0586 0.5032 -0.9259 0.7471 -0.7882 -0.7442 -0.280
C 3.4756 0.3751 -0.9590 0.6057 0.6407 1.2735 -0.279
C 3.9766 -0.3036 0.3494 -0.2312 -0.3349 -0.0728 -1.020
C -0.7798 -0.1302 -0.7145 -0.0900 -0.0947 -0.0097 -0.279
Br -0.7435 1.7630 -0.9969 -0.1371 -0.5816 0.0945 -0.135
C -1.8971 -0.6623 -0.0145 -0.4372 0.6900 0.2221 0.841
N -2.9248 0.0842 0.4612 0.2683 -1.5933 0.0994 -0.548
S -3.8806 -1.0044 1.1611 -0.7029 0.0860 0.3621 0.113
N -3.1344 -2.4147 0.9322 0.5596 1.1495 -0.4737 -0.655
C -2.0206 -2.0665 0.2505 0.7094 0.6285 -0.5172 0.494
H 0.2181 -5.6254 4.0665 -0.3125 -0.2721 -0.0158 0.303
H -1.3480 -4.8804 3.8096 0.0454 -0.3669 -0.0642 0.332
H -1.3050 -6.6223 4.1079 0.4161 0.0843 -0.0495 0.349
H -1.4863 -6.5237 1.6472 0.1937 0.2653 0.0168 0.412
H 0.2907 -6.6133 1.9389 -0.5745 -0.1712 -0.2176 0.275
H -0.6850 -3.7999 2.0804 0.1487 -0.4377 0.0441 0.367
H 0.7282 -4.4306 1.2330 -0.1935 -0.2559 0.2453 0.305
H -0.5477 -5.0082 -0.6838 -0.3488 0.1652 0.0568 0.255
H -2.1174 -4.7562 0.1004 0.2383 0.2111 0.1331 0.545
H 2.5520 -2.8536 -1.8636 -0.5957 0.1302 -0.5818 0.133
H -1.3053 -5.2318 -3.9359 0.1089 -0.2173 0.1201 0.323
H -0.9525 -2.9050 -4.1304 0.1877 0.3910 0.0156 0.293
H 2.0182 -1.0501 -2.3792 -0.0346 0.4008 0.0859 0.560
H 0.9291 0.3785 -2.6317 0.5136 -0.6872 0.2273 0.621
H 3.8626 -0.1241 -1.8586 -0.3557 0.0338 0.1595 0.304
H 3.8936 1.3975 -0.9497 -0.2517 -0.2882 -0.2687 0.347
H 4.7137 0.3099 0.8849 -0.0570 -0.2307 -0.3017 0.313
H 4.3931 -1.3077 0.1707 -0.0189 0.3496 0.0699 0.282
H 3.1279 -0.4305 1.0402 0.1957 0.1084 -0.3160 0.254
C 1.7899 1.0801 -6.8272 0.1511 -0.1613 0.2185 -1.164
C 0.8107 1.3447 -5.7117 0.0014 -0.0336 0.0831 0.727
O 0.9627 0.8631 -4.6116 -0.0012 0.1130 -0.3702 -0.457
C -0.3667 2.2343 -6.0227 -0.0856 -0.0582 0.2988 -1.077
H 2.5824 0.4280 -6.4646 -0.0379 0.0100 0.0072 0.279
H 1.2832 0.5885 -7.6592 0.0063 0.1618 -0.0911 0.342
H 2.2329 2.0186 -7.1647 -0.1154 -0.0084 -0.1547 0.340
H -0.9671 1.7929 -6.8199 0.0769 0.1317 -0.1226 0.342
H -0.0174 3.2229 -6.3252 -0.0437 -0.0474 -0.1805 0.339
H -0.9857 2.3377 -5.1329 0.0365 -0.0147 -0.0086 0.226
C -1.1597 1.3716 3.1890 0.2873 -0.1258 0.0674 -0.723
C -0.8342 2.1637 4.4307 0.1186 -0.0644 0.1213 0.619
O 0.1592 1.9359 5.0839 -0.0314 0.0278 -0.0401 -0.578
C -1.8009 3.2532 4.8223 0.2311 0.0645 0.1714 -0.934
H -0.3836 0.6248 3.0246 -0.0034 0.0277 0.0139 0.307
H -2.1175 0.8630 3.3113 -0.0897 0.1522 -0.1310 0.269
H -1.1971 2.0350 2.3230 -0.2256 -0.0517 -0.0229 0.250
H -2.7865 2.8265 5.0151 -0.0643 0.0862 -0.1817 0.353
H -1.8652 3.9976 4.0261 -0.2312 -0.0583 -0.0302 0.158
H -1.4460 3.7403 5.7294 0.0062 -0.0391 -0.0145 0.278
C -0.5898 7.3618 4.6137 -0.2395 -0.1366 0.0811 -1.104
C -1.1188 7.0859 3.2277 -0.1134 -0.0472 -0.0111 0.871
O -2.1848 6.5400 3.0567 0.0571 -0.0171 0.0074 -0.559
C -0.2613 7.5197 2.0643 -0.2150 -0.1108 -0.1613 -1.111
H -1.3041 6.9995 5.3510 0.0054 0.0030 -0.0379 0.273
H 0.3600 6.8446 4.7604 0.0849 0.1642 -0.0158 0.310
H -0.4534 8.4353 4.7541 0.1870 -0.0282 -0.0174 0.381
H 0.7026 7.0093 2.1011 0.0758 0.1620 0.0617 0.316
H -0.1106 8.6000 2.0944 0.1783 -0.0334 0.0620 0.332
H -0.7605 7.2606 1.1324 -0.0057 -0.0038 0.0399 0.297
```
Positions in Å, forces in eV/Å.